No. 1
{
  "formula": "C36H37HgN6O10S",
  "method": "wB97M-V/def2-TZVPD",
  "lumo_ev": [3.7, 3.7],
  "charge": -2,
  "s_squared": 0.77,
  "multiplicity": 2,
  "orbital_gap_ev": [4.062, 6.526],
  "elements": ["N", "C", "C", "O", "C", "H", "C", "O", "C", "H", "N", "C", "C", "H", "H", "H", "H", "N", "C", "C", "S", "C", "C", "H", "H", "H", "H", "H", "C", "H", "C", "H", "O", "H", "N", "H", "H", "H", "C", "C", "Hg", "H", "C", "C", "C", "O", "C", "H", "H", "H", "H", "C", "C", "C", "C", "C", "C", "H", "O", "C", "C", "O", "C", "C", "C", "C", "H", "H", "H", "C", "H", "C", "O", "C", "H", "H", "O", "H", "O", "O", "H", "H", "H", "H", "N", "C", "H", "H", "H", "N", "C"],
  "coordinates": [[-0.592, 1.847, 2.948], [0.838, -6.123, -1.034], [-1.966, 1.428, 3.165], [-2.592, 4.845, -3.941], [4.322, -3.658, 2.408], [4.242, -3.032, 0.266], [-3.374, 4.170, -2.974], [3.757, -2.381, -0.437], [1.298, 3.194, 3.800], [4.036, 5.510, -1.916], [1.882, -0.813, 2.257], [0.647, -5.063, -0.163], [-4.448, -0.960, -1.869], [-6.230, -1.062, 0.994], [3.451, 1.379, 0.655], [-2.909, -3.456, -0.201], [1.270, -1.595, -2.228], [2.804, -2.173, 3.698], [3.954, 4.021, -3.155], [-2.362, 1.556, -0.448], [-1.000, -1.107, -1.907], [1.946, -1.140, 3.526], [0.580, -4.627, -2.887], [-2.062, -3.272, -2.495], [0.656, -5.232, 0.905], [1.759, 2.797, 4.714], [-4.225, 2.140, -1.327], [-3.118, 5.555, -4.322], [-2.530, 3.256, -2.123], [0.880, -1.234, 5.362], [2.986, 1.928, -0.152], [-2.649, 1.974, 2.497], [-3.210, -0.593, 3.404], [1.941, 0.174, 5.194], [-1.046, 1.668, -0.368], [-4.160, 3.577, -3.472], [0.423, 0.098, 4.279], [-2.259, 1.666, 4.194], [-2.192, -0.084, 2.932], [1.255, -0.488, 4.662], [0.116, 0.588, 1.229], [2.218, 1.853, 2.592], [-0.175, 2.742, 3.830], [-5.424, -0.646, -0.943], [-3.623, -2.675, -0.414], [2.159, -0.860, -0.555], [-0.399, 2.538, -1.216], [0.308, -2.140, -3.645], [1.750, 3.214, 1.828], [-2.821, 0.832, 0.214], [-6.120, 0.156, -1.145], [3.782, 2.614, -1.049], [3.313, -2.529, 2.483], [-5.490, -1.333, 0.257], [1.782, 3.248, -2.178], [0.787, -5.905, -2.399], [0.458, -3.543, -2.022], [1.278, 3.717, -3.009], [4.575, -4.211, 3.480], [1.021, 2.574, -1.188], [-3.156, 2.282, -1.309], [-1.307, -0.708, 2.273], [-1.172, 3.365, -2.072], [3.149, 3.276, -2.125], [-4.589, -2.349, 0.519], [-2.407, -2.240, -2.533], [0.539, -4.458, -3.955], [-4.618, -2.861, 1.466], [-0.691, 4.118, -2.674], [-3.539, -1.981, -1.615], [1.024, -7.116, -0.650], [0.392, -2.159, -2.558], [4.805, -3.901, 1.270], [2.716, -1.670, 1.580], [1.284, 4.286, 3.901], [4.974, 3.606, -3.207], [4.038, 5.417, -2.875], [-2.596, -1.928, -3.559], [-1.017, -1.259, -0.466], [-0.854, 3.262, 4.734], [-4.368, -0.394, -2.787], [4.857, 2.614, -0.947], [3.488, 3.947, -4.144], [0.915, -6.732, -3.086], [1.667, 1.899, -0.182], [2.858, -1.600, 0.115], [3.042, -2.667, 4.545], [0.309, -2.962, 0.034], [-3.879, 4.902, -2.321], [2.168, 2.866, 2.687], [0.462, -3.781, -0.649]],
  "atomic_forces_ev_per_a": [[-0.24, 0.33, 0.59], [-0.04, -0.13, 0.03], [-0.09, -0.15, 0.20], [0.19, 0.19, -0.25], [-0.27, 0.35, 0.04], [-0.29, 0.29, -0.20], [-0.31, -0.18, 0.22], [0.28, -0.34, 0.42], [0.01, 0.13, 0.15], [-0.03, -0.01, -0.04], [-0.10, 0.12, -0.10], [-0.01, -0.09, 0.04], [0.07, -0.08, -0.10], [-0.06, 0.03, 0.11], [0.04, -0.10, 0.10], [0.15, -0.04, 0.05], [-0.06, -0.01, -0.17], [0.01, -0.05, -0.17], [0.05, -0.21, -0.02], [-0.38, 0.00, 0.04], [-0.01, -0.91, -2.36], [0.09, -0.06, 0.15], [0.01, 0.11, -0.05], [0.07, 0.00, 0.02], [0.04, 0.02, 0.08], [-0.13, 0.14, -0.01], [-0.13, -0.07, 0.05], [0.03, -0.09, 0.09], [0.16, 0.02, -0.04], [-0.04, -0.02, 0.02], [0.27, 0.06, 0.08], [-0.05, -0.06, 0.07], [-0.37, -0.09, 0.10], [-0.02, 0.04, 0.02], [0.03, 0.56, -0.75], [0.10, 0.04, 0.13], [-0.04, 0.06, 0.04], [-0.13, -0.12, -0.25], [-0.20, 0.52, 0.32], [-0.13, 0.09, -0.05], [1.09, 0.21, -0.24], [-0.01, 0.15, -0.14], [0.46, 0.17, -0.20], [-0.13, 0.12, -0.01], [-0.02, 0.00, -0.05], [0.05, -0.06, 0.24], [-0.12, -0.22, 0.19], [0.01, 0.05, -0.08], [0.11, -0.24, 0.08], [0.02, -0.15, 0.09], [-0.06, 0.07, -0.02], [0.04, 0.07, -0.14], [0.05, -0.03, -0.39], [-0.10, 0.03, 0.04], [0.11, 0.07, -0.13], [-0.02, -0.15, -0.04], [-0.07, -0.17, 0.02], [-0.05, 0.06, -0.10], [0.06, -0.17, 0.34], [-0.01, -0.04, 0.14], [-0.03, 0.21, -0.10], [-0.06, -0.93, 0.08], [-0.14, 0.17, -0.21], [-0.08, -0.08, 0.08], [-0.02, -0.06, 0.09], [0.70, 0.60, 0.19], [0.05, 0.03, -0.10], [0.05, -0.03, 0.15], [0.07, 0.06, -0.07], [-0.24, -0.06, 0.00], [-0.01, -0.08, 0.04], [-0.35, 0.63, 0.22], [0.06, 0.03, -0.42], [0.35, -0.34, 0.58], [-0.06, -0.17, 0.14], [-0.23, -0.03, -0.05], [0.06, 0.31, 0.13], [-0.04, -0.03, -0.07], [-0.07, -0.25, 1.66], [-0.11, 0.22, 0.37], [0.01, 0.07, -0.10], [0.09, -0.08, 0.01], [0.08, -0.07, 0.12], [0.00, -0.02, -0.04], [-0.24, 0.16, -0.32], [0.16, -0.24, -0.50], [0.04, 0.04, -0.09], [0.07, 0.10, 0.06], [0.05, -0.15, -0.06], [-0.08, -0.12, -0.09], [0.06, 0.03, 0.11]]
}

---

No. 2
{
  "formula": "C36H37IrN3O3Sb",
  "method": "wB97M-V/def2-TZVPD",
  "lumo_ev": [-8.9, -11.5],
  "charge": 3,
  "s_squared": 0.77,
  "multiplicity": 2,
  "orbital_gap_ev": [7.654, 5.086],
  "elements": ["C", "H", "H", "H", "H", "C", "H", "H", "H", "C", "H", "H", "C", "H", "C", "C", "H", "C", "H", "C", "C", "C", "C", "C", "C", "H", "H", "Sb", "C", "C", "H", "C", "H", "H", "H", "H", "O", "C", "N", "C", "C", "C", "H", "H", "Ir", "N", "C", "C", "C", "N", "H", "C", "H", "H", "C", "H", "O", "H", "C", "C", "C", "C", "H", "H", "C", "C", "C", "H", "C", "H", "H", "C", "H", "H", "C", "H", "C", "H", "H", "H", "O"],
  "coordinates": [[-3.663, 0.281, 1.060], [-1.671, -0.310, -2.131], [-1.022, -1.233, -5.630], [1.249, -1.567, -7.276], [-7.079, -1.255, 0.152], [4.608, 0.777, 2.424], [2.221, -3.283, -1.102], [0.194, 6.482, 1.197], [-1.058, -1.988, 1.524], [-6.070, 0.303, 1.221], [-2.566, -1.664, -2.799], [-1.415, 2.861, -1.429], [1.646, -2.976, -4.453], [2.051, 0.430, -1.636], [5.380, 0.080, 1.497], [0.352, -2.059, -2.634], [-5.010, -2.281, -0.709], [0.134, -1.888, -1.155], [3.391, -3.439, -2.435], [1.020, 4.746, 2.179], [-0.154, 4.655, 0.123], [-0.587, -1.521, -3.550], [-2.377, 0.845, 1.421], [1.147, 3.373, 2.140], [-0.462, -1.300, 4.510], [2.145, -4.651, -2.195], [-0.509, -0.649, 6.557], [2.392, 2.419, 3.569], [0.773, -2.389, -5.384], [1.441, -2.864, -3.083], [-1.260, 2.072, 2.791], [-3.728, -0.849, 0.228], [0.052, -2.835, -7.339], [1.470, 5.302, 2.991], [0.262, 2.844, -1.960], [5.044, 1.091, 3.365], [-1.367, 0.417, 0.791], [2.351, -3.579, -2.138], [0.599, 2.635, 1.142], [-0.207, -0.427, 5.542], [-0.077, -1.013, 3.200], [-2.282, 1.881, 2.491], [-6.984, 0.745, 1.594], [-2.873, 1.587, 3.358], [0.644, 0.640, 0.923], [0.493, 0.181, 2.902], [0.012, 3.273, 0.101], [3.512, 0.240, -0.015], [-4.953, -1.398, -0.088], [2.707, 0.695, 0.967], [-2.292, -0.239, -3.796], [3.109, 0.289, -1.460], [0.874, 1.374, 6.018], [2.485, -3.551, -4.827], [-0.209, -2.100, 2.188], [0.679, -2.182, 1.564], [-0.400, -2.820, -0.591], [6.398, -0.210, 1.720], [-6.121, -0.820, 0.403], [0.541, 0.706, 5.235], [-1.840, -0.883, -3.043], [-0.341, -1.661, -4.904], [-2.818, -1.298, -0.151], [3.437, -0.611, -1.979], [4.832, -0.128, 0.256], [-4.847, 0.845, 1.561], [3.295, 1.077, 2.145], [-0.649, 5.123, -0.718], [0.321, 5.407, 1.175], [-0.321, -3.045, 2.716], [3.652, 1.128, -1.903], [0.882, 0.975, 3.929], [5.425, -0.537, -0.550], [-4.814, 1.713, 2.206], [0.981, -2.539, -6.846], [-2.715, 2.815, 2.120], [-0.408, 2.550, -1.149], [-0.939, -2.254, 4.690], [1.765, -3.250, -7.088], [-0.413, 1.463, -1.109], [0.539, -0.770, -0.636]],
  "atomic_forces_ev_per_a": [[-0.08, 0.05, 0.07], [0.05, -0.08, 0.03], [-0.04, 0.02, 0.03], [0.08, -0.15, -0.02], [0.00, 0.01, 0.00], [0.10, 0.00, 0.10], [-0.07, 0.07, 0.02], [-0.01, 0.00, 0.00], [-0.07, 0.07, -0.04], [0.01, -0.02, -0.02], [-0.01, -0.11, -0.01], [0.00, -0.03, -0.01], [-0.49, 0.08, -2.50], [0.01, 0.01, 0.06], [-0.09, 0.02, -0.06], [1.00, -0.21, -0.73], [0.00, -0.01, 0.00], [-0.58, -0.82, -0.10], [0.04, -0.06, -0.07], [-0.04, 0.04, 0.04], [-0.01, 0.01, 0.01], [0.34, -0.12, 3.01], [0.17, -0.31, -0.27], [0.02, -0.01, -0.27], [-0.04, 0.05, 0.06], [0.02, -0.09, -0.05], [-0.01, 0.01, 0.00], [-0.01, -0.11, 0.15], [-0.77, 0.37, 0.56], [-1.56, 1.40, 2.92], [0.08, -0.01, 0.01], [0.00, 0.03, -0.04], [0.12, -0.12, 0.03], [0.01, 0.00, -0.02], [-0.01, 0.04, 0.01], [0.00, 0.01, -0.02], [-0.76, 0.26, 0.34], [-0.16, 0.20, -0.19], [-0.04, 0.73, 0.01], [0.04, 0.00, -0.19], [-0.03, -0.23, 0.07], [-0.05, 0.08, -0.04], [0.00, -0.01, 0.01], [0.04, -0.02, 0.00], [0.09, -0.67, -0.53], [0.15, -0.36, 0.15], [-0.01, 0.13, 0.08], [0.05, 0.00, -0.24], [0.02, 0.03, 0.01], [0.42, 0.27, 0.27], [-0.02, -0.02, -0.02], [-0.03, -0.05, -0.01], [0.02, -0.02, 0.01], [0.05, -0.01, 0.02], [0.00, 0.01, 0.01], [0.01, 0.08, 0.02], [0.03, 0.25, 0.31], [0.00, -0.01, 0.01], [-0.06, -0.01, 0.01], [-0.07, 0.04, 0.09], [0.24, 0.17, -0.31], [1.56, -1.22, -2.61], [0.01, 0.00, 0.08], [-0.05, -0.01, 0.00], [0.01, 0.04, 0.04], [0.02, -0.03, -0.02], [0.03, -0.04, -0.14], [0.00, 0.01, 0.02], [0.02, -0.11, -0.03], [-0.04, -0.01, -0.03], [0.02, -0.02, -0.01], [-0.06, 0.10, 0.02], [-0.01, -0.01, -0.01], [-0.03, -0.01, -0.01], [-0.04, 0.37, -0.53], [0.01, -0.02, -0.01], [-0.02, 0.01, -0.08], [-0.01, 0.00, 0.03], [-0.03, -0.04, -0.01], [0.03, -0.03, 0.05], [0.42, 0.14, 0.51]]
}

---

No. 3
{
  "formula": "C36H37MnNOPSSeSi",
  "method": "wB97M-V/def2-TZVPD",
  "lumo_ev": [2.7, 2.7],
  "charge": -1,
  "s_squared": 0.79,
  "multiplicity": 2,
  "orbital_gap_ev": [6.672, 6.601],
  "elements": ["C", "C", "C", "H", "C", "C", "H", "C", "C", "H", "C", "H", "C", "H", "C", "H", "C", "C", "C", "Se", "C", "H", "O", "H", "C", "H", "H", "C", "C", "C", "C", "H", "C", "C", "C", "C", "H", "H", "C", "C", "C", "H", "C", "C", "Si", "C", "H", "H", "H", "H", "H", "H", "P", "H", "C", "H", "H", "H", "H", "C", "C", "C", "C", "H", "C", "N", "C", "H", "H", "H", "H", "Mn", "H", "H", "H", "H", "H", "S", "H", "H"],
  "coordinates": [[-1.636, -1.511, -7.335], [-0.531, -1.933, -3.700], [-2.599, -0.671, -3.742], [4.886, 4.776, -1.927], [0.603, -2.605, -2.977], [0.495, -2.545, 0.609], [-3.412, -0.289, -5.682], [1.226, 2.393, -3.014], [3.228, 3.936, 1.636], [-0.719, -1.958, -7.721], [-1.559, -1.270, -3.006], [-0.726, 1.907, 3.294], [-0.417, -0.516, 4.781], [-0.115, -5.287, 0.925], [4.476, 4.998, -0.936], [5.268, 1.507, 0.844], [2.209, 3.054, -2.284], [2.233, -1.316, 4.844], [-0.521, -3.248, 1.415], [-1.639, -1.239, -1.080], [2.067, 1.354, -0.622], [2.391, 4.627, 1.495], [1.510, -3.041, 0.120], [5.861, 2.007, -0.743], [2.657, 2.564, -1.066], [-5.255, 1.013, 1.537], [-3.497, -4.585, 3.471], [-3.728, 0.060, -3.063], [-2.602, -0.762, -5.131], [-2.722, 2.661, 3.061], [-3.270, 0.249, 1.794], [-3.053, -2.155, 3.410], [-1.344, -2.368, 2.112], [-0.575, -1.995, -5.093], [0.663, 1.254, -2.478], [-2.411, -2.837, 2.863], [5.258, 5.510, -0.364], [-3.372, 0.598, -2.185], [-1.992, 0.483, 2.302], [1.586, -1.151, 3.625], [-1.831, -5.079, 2.217], [2.629, 3.975, -2.683], [-1.725, 1.704, 2.923], [0.259, -0.735, 3.577], [3.952, 3.431, -0.023], [-4.267, 1.206, 1.937], [-1.457, -0.213, 4.769], [3.643, 5.697, -1.061], [-2.501, 3.605, 3.544], [1.309, -3.053, -3.680], [0.226, -2.513, -5.614], [3.266, -1.642, 4.858], [-0.629, -0.684, 1.961], [-2.039, -6.143, 2.259], [-3.997, 2.409, 2.573], [2.859, 3.057, 2.169], [6.279, 2.965, 0.690], [-4.776, 3.156, 2.680], [3.982, 4.433, 2.257], [5.486, 2.373, 0.218], [-1.602, -1.421, -5.830], [0.231, -0.675, 5.998], [1.562, -1.071, 6.032], [-0.136, 0.720, -2.977], [-0.760, -4.611, 1.474], [1.054, 0.750, -1.305], [-2.657, -4.202, 2.903], [2.107, -1.375, 2.707], [-0.307, -0.493, 6.921], [-4.493, -0.642, -2.714], [-3.477, -0.674, 1.265], [0.486, -0.801, 0.037], [1.157, -1.904, -2.357], [2.068, -1.196, 6.982], [0.238, -3.380, -2.301], [0.888, 2.772, -3.970], [-2.475, -2.124, -7.678], [2.474, 0.471, 0.802], [-4.201, 0.763, -3.753], [-1.747, -0.524, -7.791]],
  "atomic_forces_ev_per_a": [[-0.01, 0.00, 0.04], [-0.05, -0.05, -0.04], [0.04, 0.00, 0.02], [-0.03, 0.01, 0.07], [-0.09, -0.03, -0.08], [0.72, -0.04, -0.23], [0.02, -0.02, 0.03], [-0.07, 0.09, -0.18], [0.04, 0.01, -0.03], [-0.02, 0.01, 0.01], [0.02, 0.00, 0.00], [-0.02, 0.01, -0.01], [0.13, 0.04, 0.00], [-0.01, 0.00, 0.00], [-0.01, 0.02, -0.02], [-0.01, 0.03, -0.02], [0.14, 0.08, 0.09], [-0.02, 0.00, -0.05], [-0.55, -0.42, 0.27], [-0.19, -0.23, -0.22], [-0.34, -0.18, -0.28], [0.05, -0.03, 0.01], [0.06, -0.60, 0.09], [-0.02, 0.03, 0.05], [-0.06, -0.22, 0.06], [0.02, 0.00, 0.01], [0.02, 0.02, -0.01], [-0.01, -0.03, -0.05], [-0.04, 0.10, 0.04], [0.07, -0.04, 0.01], [0.06, 0.05, 0.08], [0.05, 0.02, -0.02], [-0.12, 0.11, 0.07], [0.00, 0.04, 0.06], [-0.08, -0.08, 0.21], [-0.02, 0.04, 0.05], [-0.06, -0.02, -0.04], [0.00, 0.03, 0.00], [-0.06, 0.05, 0.00], [-0.09, -0.02, 0.11], [0.03, -0.34, -0.06], [-0.02, -0.06, 0.04], [-0.07, 0.01, -0.07], [-0.14, 0.12, 0.20], [0.03, -0.01, 0.07], [-0.03, -0.04, -0.03], [0.03, -0.02, 0.01], [0.07, -0.07, 0.01], [0.00, -0.03, -0.01], [-0.06, 0.01, -0.01], [-0.02, 0.01, 0.01], [-0.01, 0.01, 0.00], [0.26, -0.02, -0.20], [0.03, 0.03, -0.02], [-0.02, 0.02, 0.01], [0.03, 0.05, -0.05], [-0.06, -0.06, -0.03], [0.02, -0.03, -0.01], [-0.05, -0.03, -0.05], [0.01, 0.09, -0.03], [0.09, -0.04, -0.04], [-0.04, 0.01, -0.04], [0.01, -0.01, 0.00], [0.01, 0.04, 0.00], [0.13, -0.07, -0.06], [0.49, 0.38, -0.02], [-0.10, 0.14, 0.08], [0.08, 0.03, -0.17], [0.01, -0.01, -0.01], [0.05, 0.03, 0.03], [-0.02, 0.01, 0.00], [-0.19, 1.17, 0.11], [0.07, 0.09, 0.08], [-0.01, 0.01, -0.02], [-0.01, 0.04, 0.02], [-0.01, -0.04, 0.03], [0.02, 0.02, 0.01], [-0.12, -0.11, 0.11], [0.00, -0.06, 0.01], [0.00, -0.02, 0.01]]
}

---

Results for relative energy (zero: lowest compared OMol25 entry of this formula, charge and spin): 0.656, 1.383, 0.000 (in eV, following the order of the records).